{
  "formula": "CH3FS2",
  "method": "the ωB97M-V functional and the def2-TZVPD basis",
  "elements": ["C", "F", "S", "S", "H", "H", "H"],
  "positions_angstrom": [[-0.8699, 0.2745, 0.4747], [1.9071, -1.7013, -1.0443], [-0.2684, 0.7436, -1.1318], [2.1777, -0.1105, -0.5958], [-1.8668, 0.6600, 0.6546], [-0.1681, 0.8963, 1.0626], [-0.9115, -0.7626, 0.5800]],
  "atomic_forces_ev_per_a": [[0.59, 2.41, 0.12], [0.36, 1.49, 0.49], [2.87, -1.03, -0.33], [-3.32, -0.48, -1.28], [-0.26, 0.32, -0.27], [-0.66, -1.18, 0.70], [0.42, -1.54, 0.56]],
  "mulliken_charge": [-0.76, -0.22, -0.07, 0.13, 0.33, 0.30, 0.29],
  "e_above_lowest_kj_mol": 175.8,
  "e_homo_ev": -9.57,
  "gap_ev": 7.7,
  "multiplicity": 1
}


{
  "formula": "CH3I2N2",
  "method": "the ωB97M-V functional and the def2-TZVPD basis",
  "elements": ["C", "N", "N", "I", "I", "H", "H", "H"],
  "positions_angstrom": [[0.4694, -0.1161, 0.1442], [-0.4738, -1.0287, 0.1553], [0.2050, 1.1027, -0.0177], [2.4908, -0.7131, -0.0330], [-2.4585, -0.6403, -0.0336], [-0.1821, -1.9490, -0.0629], [-0.7555, 1.4059, 0.0741], [0.7046, 1.9387, -0.2263]],
  "atomic_forces_ev_per_a": [[1.90, -2.50, -1.28], [-0.14, 0.39, 0.41], [-2.29, 3.83, 0.33], [-0.65, 0.05, 0.23], [-0.11, -0.10, 0.03], [0.15, -1.06, 0.19], [-0.56, -0.40, -0.06], [1.70, -0.21, 0.14]],
  "mulliken_charge": [0.71, -0.54, -0.32, 0.23, 0.30, 0.31, 0.08, 0.23],
  "e_above_lowest_kj_mol": 5.2,
  "e_homo_ev": -14.23,
  "gap_ev": 8.9,
  "multiplicity": 1,
  "charge": 1,
  "smiles": "[NH2+]=C(I)NI"
}


{
  "formula": "CH3I2NS",
  "method": "the ωB97M-V functional and the def2-TZVPD basis",
  "elements": ["C", "N", "S", "I", "I", "H", "H", "H"],
  "positions_angstrom": [[-1.1423, 0.1611, 0.0484], [-0.3870, 0.1422, -1.0757], [1.3210, -0.1500, -1.0751], [2.2060, 1.6192, 0.4666], [1.9144, -2.1205, 0.2959], [-1.7028, -0.8183, 0.1679], [-1.8707, 0.9525, 0.2447], [-0.3387, 0.2138, 0.9273]],
  "atomic_forces_ev_per_a": [[0.68, -1.80, 4.81], [6.15, -0.51, -3.85], [-5.77, 1.31, 0.57], [0.18, -0.22, -0.08], [-0.01, 0.08, -0.04], [0.48, 0.85, 0.09], [0.28, 0.32, -0.74], [-2.01, -0.04, -0.76]],
  "mulliken_charge": [-0.54, -0.24, -0.01, 0.05, 0.07, 0.23, 0.26, 0.17],
  "e_above_lowest_kj_mol": 102.4,
  "e_homo_ev": [-8.79, -8.79],
  "gap_ev": [6.9, 6.9],
  "multiplicity": 1
}


{
  "formula": "CH3I2PS2",
  "method": "the ωB97M-V functional and the def2-TZVPD basis",
  "elements": ["C", "P", "S", "S", "I", "I", "H", "H", "H"],
  "positions_angstrom": [[-0.1034, 0.8565, -0.1128], [2.6988, 1.0607, 0.9005], [2.8725, -2.8260, -1.6464], [1.6512, 0.8898, -0.8378], [4.8031, 1.6892, -0.0479], [3.6523, -2.2666, 0.4601], [-0.4334, -0.2039, -0.1712], [-0.5831, 1.6650, -0.6561], [0.0307, 1.3454, 0.8811]],
  "atomic_forces_ev_per_a": [[2.04, 0.63, 0.34], [-0.11, 0.31, 0.79], [0.11, 0.06, 0.32], [-1.09, -0.09, -0.38], [0.39, 0.07, -0.14], [-0.04, -0.37, -0.38], [-0.29, 1.24, 0.22], [-0.65, -0.70, -0.50], [-0.36, -1.13, -0.28]],
  "mulliken_charge": [-0.80, -0.03, -0.18, -0.03, -0.04, 0.20, 0.26, 0.29, 0.32],
  "e_homo_ev": [-7.26, -8.76],
  "gap_ev": [6.7, 6.2],
  "multiplicity": 3,
  "s2": 2.009
}


{
  "formula": "CH3IN2O2",
  "method": "the ωB97M-V functional and the def2-TZVPD basis",
  "elements": ["C", "N", "N", "O", "O", "I", "H", "H", "H"],
  "positions_angstrom": [[0.0102, -0.0216, -0.1473], [-2.3184, -2.2529, 0.4667], [-2.0601, -0.9827, -0.7024], [-1.5525, -3.1198, 0.3006], [-0.7986, -0.7958, -1.0103], [-3.3382, 0.6180, -0.2421], [0.3024, -0.4047, 0.8827], [-0.6354, 1.0310, -0.0733], [0.9141, 0.0850, -0.6110]],
  "atomic_forces_ev_per_a": [[-3.24, 2.55, 2.47], [1.53, -0.36, -1.47], [-1.76, -2.08, 1.26], [-1.28, 2.13, 0.34], [1.28, -0.40, -0.28], [0.38, -0.08, 0.13], [-1.21, -0.03, -1.03], [2.18, -2.38, 0.21], [2.13, 0.64, -1.65]],
  "mulliken_charge": [-0.47, 0.34, -0.27, -0.24, -0.16, 0.13, 0.23, 0.19, 0.25],
  "e_above_lowest_kj_mol": 497.4,
  "e_homo_ev": [-8.73, -8.73],
  "gap_ev": [8.1, 8.1],
  "multiplicity": 1,
  "smiles": "CON(I)N=O"
}


{
  "formula": "CH3INOP",
  "method": "the ωB97M-V functional and the def2-TZVPD basis",
  "elements": ["C", "N", "O", "P", "I", "H", "H", "H"],
  "positions_angstrom": [[0.5001, -0.5253, -1.0254], [0.5264, 0.1772, 0.6219], [-0.4294, -1.1513, -1.3552], [-1.0314, 0.4704, 1.3629], [2.3707, -0.4851, -1.8879], [1.3546, 0.7815, 0.7617], [-1.4957, -0.8458, 0.8905], [-1.7952, 1.5784, 0.6316]],
  "atomic_forces_ev_per_a": [[-0.40, 1.00, 4.51], [-0.52, -0.82, -3.52], [0.04, 0.42, -0.25], [0.79, -0.27, -0.24], [0.59, 0.18, -0.35], [-0.98, -0.34, -0.24], [-0.32, 1.54, 0.03], [0.79, -1.72, 0.06]],
  "mulliken_charge": [0.34, -0.43, -0.33, -0.04, 0.10, 0.25, 0.07, 0.05],
  "e_above_lowest_kj_mol": 185.9,
  "e_homo_ev": -8.85,
  "gap_ev": 8.6,
  "multiplicity": 1,
  "smiles": "O=C(I)NP"
}


{
  "formula": "CH3IO2S",
  "method": "the ωB97M-V functional and the def2-TZVPD basis",
  "elements": ["C", "O", "O", "S", "I", "H", "H", "H"],
  "positions_angstrom": [[-1.8422, -0.0167, -0.1408], [-1.0936, 0.9019, -0.0863], [0.7154, -1.0295, -0.3334], [1.3069, 0.3027, -0.1746], [3.6910, 0.1189, -0.2162], [1.5002, 0.4616, 1.2989], [-2.4458, -0.0050, -0.9670], [-1.8320, -0.7339, 0.6193]],
  "atomic_forces_ev_per_a": [[0.77, 0.80, 0.47], [1.07, 2.18, 0.55], [0.31, -0.16, -0.25], [-0.05, -0.17, 2.43], [1.11, -0.12, -0.24], [-0.56, 0.07, -1.98], [-2.33, -0.89, -2.12], [-0.32, -1.69, 1.13]],
  "mulliken_charge": [-0.10, -0.45, -0.49, 0.35, -0.07, 0.20, 0.30, 0.25],
  "e_above_lowest_kj_mol": 151.2,
  "e_homo_ev": -9.43,
  "gap_ev": 9.0,
  "multiplicity": 1
}


{
  "formula": "CH3IO2S2",
  "method": "the ωB97M-V functional and the def2-TZVPD basis",
  "elements": ["C", "O", "O", "S", "S", "I", "H", "H", "H"],
  "positions_angstrom": [[-2.2750, -0.4336, -0.0970], [1.2703, -0.5133, 1.1323], [-1.3465, -0.9833, -0.6148], [1.2364, 1.6258, -0.7276], [1.3291, -0.4686, -0.2941], [3.8276, -0.7256, -0.6188], [1.3771, 2.0384, 0.5911], [-2.1701, 0.4044, 0.5567], [-3.2490, -0.9442, 0.0722]],
  "atomic_forces_ev_per_a": [[-0.49, -1.78, 1.56], [-0.85, -0.54, 1.82], [0.01, 0.17, -0.75], [-0.28, 0.34, 0.47], [1.41, 0.97, -1.06], [-0.15, -0.14, -0.29], [-0.01, -0.65, -0.97], [0.38, 1.52, 0.08], [-0.03, 0.11, -0.87]],
  "mulliken_charge": [-0.06, -0.42, -0.35, -0.21, 0.49, -0.11, 0.22, 0.21, 0.24],
  "e_above_lowest_kj_mol": 159.4,
  "e_homo_ev": -9.27,
  "gap_ev": 8.4,
  "multiplicity": 1
}


{
  "formula": "CH3IO3",
  "method": "the ωB97M-V functional and the def2-TZVPD basis",
  "elements": ["C", "O", "O", "O", "I", "H", "H", "H"],
  "positions_angstrom": [[-0.7962, -0.7523, -0.1627], [1.8330, 1.3349, -0.2252], [0.0540, -0.1524, 0.7438], [0.6117, 1.2877, 0.2789], [-2.8702, -0.4663, 0.1370], [-0.5614, -1.8672, -0.0757], [-0.7157, -0.6397, -1.2353], [2.4448, 1.2553, 0.5391]],
  "atomic_forces_ev_per_a": [[0.86, -2.07, 0.59], [1.92, 1.09, 0.37], [-2.10, -6.08, 1.76], [0.00, 5.29, -2.78], [-0.68, 0.10, 0.30], [-0.65, 1.16, 0.29], [0.69, 1.12, -0.22], [-0.04, -0.62, -0.32]],
  "mulliken_charge": [-0.46, -0.22, -0.37, 0.06, -0.01, 0.31, 0.33, 0.37],
  "e_above_lowest_kj_mol": 526.8,
  "e_homo_ev": [-8.32, -9.19],
  "gap_ev": [8.7, 6.2],
  "multiplicity": 3,
  "s2": 2.009
}


{
  "formula": "CH3IO3S",
  "method": "the ωB97M-V functional and the def2-TZVPD basis",
  "elements": ["C", "O", "O", "O", "S", "I", "H", "H", "H"],
  "positions_angstrom": [[0.0922, 0.0949, 0.0426], [-1.2989, 2.6181, -0.1341], [-2.0687, 0.7647, 1.4534], [-3.0435, 0.3376, -1.3447], [-1.4851, 1.2544, 0.2923], [-4.3399, -0.2687, -0.1084], [0.6244, 0.6473, -0.7544], [0.5745, 0.1543, 1.0242], [-0.2542, -0.8941, -0.2421]],
  "atomic_forces_ev_per_a": [[-1.04, 2.26, -0.42], [-0.10, -1.06, 0.79], [-1.45, -0.19, 2.79], [2.44, 1.24, 1.62], [1.77, -1.10, -5.18], [-1.24, -0.62, 0.18], [-0.09, -0.63, 0.49], [-0.10, -0.10, -0.33], [-0.19, 0.18, 0.06]],
  "mulliken_charge": [-0.71, -0.48, -0.42, -0.65, 1.07, 0.25, 0.31, 0.33, 0.29],
  "e_above_lowest_kj_mol": 306.4,
  "e_homo_ev": [-8.69, -8.67],
  "gap_ev": [6.9, 6.9],
  "multiplicity": 1
}